# C11H16NO2

A structure of composition C11H16NO2 (wB97M-V/def2-TZVPD, the Open Molecules 2025 dataset).

Each line ends with the Mulliken charge.
Element x y z (Å)
C1 -1.8586 -0.2175 0.2595  0.70
C2 -1.2539 -1.5741 0.5291  -0.98
C3 0.1299 -1.8857 -0.1380  -0.83
C4 3.2697 0.1628 -0.7046  -0.63
C5 2.9504 1.4338 0.1015  -0.81
C6 2.6225 -1.1973 -0.0869  -0.82
C7 1.4545 1.7372 0.1164  -0.60
C8 -4.4559 -0.0193 -0.3339  -0.33
C9 -3.2285 0.0329 0.3798  -0.18
C10 1.1267 -0.8155 0.1890  0.19
C11 0.7844 0.5396 0.3783  1.31
N1 -3.9091 1.3267 -0.0463  -0.23
O1 -0.9753 0.7671 0.2344  -0.61
O2 0.9568 -0.2173 1.4786  -0.56
H1 -1.3226 -1.6549 1.6142  0.39
H2 -1.9832 -2.2757 0.2026  0.54
H3 0.5925 -2.8257 0.3050  0.38
H4 0.0046 -1.8272 -1.1555  0.36
H5 2.9349 0.1784 -1.8328  0.29
H6 4.4127 0.1747 -0.7553  0.33
H7 3.2684 1.0894 1.1065  0.29
H8 3.5565 2.3800 -0.1297  0.39
H9 2.6993 -2.0228 -0.9043  0.36
H10 3.1797 -1.5858 0.8604  0.32
H11 1.2743 2.6543 0.7564  0.35
H12 1.3067 2.1501 -0.9297  0.29
H13 -4.3968 -0.1458 -1.4906  0.25
H14 -5.3131 -0.1891 0.2638  0.30
H15 -3.4840 1.8785 -0.8320  0.29
H16 -4.3433 1.9482 0.5641  0.24

Values from the calculation:
DFT total energy: -17240.1426 eV
Net charge: +1
Energy above the lowest of the compared OMol25 structures with the same formula, charge and spin: 80.9 kcal/mol
Orbital gap: 0.354 hartree
LUMO level: -0.1094 hartree

=====

# C11H16P

The ion C11H16P with charge +1 (wB97M-V/def2-TZVPD, the Open Molecules 2025 dataset).

Each line ends with the Mulliken charge.
Element x y z (Å)
C1 -2.0380 1.1133 1.1588  0.23
C2 -1.0201 0.6176 0.5792  -0.10
C3 2.2240 2.5331 0.2930  -0.71
C4 -3.4141 0.7479 0.9068  -0.68
C5 3.3166 -1.9359 0.4766  -0.71
C6 1.3661 2.2191 -0.6707  -0.34
C7 -3.6741 -0.3663 -0.0672  -0.40
C8 2.0686 -2.4188 0.3079  -0.27
C9 1.2877 0.8034 -1.1572  -0.52
C10 -3.5812 -0.0945 -1.3458  -0.69
C11 0.9601 -1.6137 0.8720  -0.70
P1 0.1809 -0.2364 -0.1606  0.22
H1 -1.6885 1.8427 1.9831  0.34
H2 2.5013 3.5674 0.4731  0.32
H3 3.0007 1.8492 0.7488  0.17
H4 -3.8974 0.4557 1.8290  0.39
H5 -3.9590 1.6632 0.6276  0.38
H6 4.1432 -2.3721 -0.0416  0.31
H7 3.4298 -0.8746 0.8168  0.20
H8 0.7102 3.0123 -0.9364  0.42
H9 -3.6496 -1.2424 0.4041  0.46
H10 1.9042 -3.3587 -0.1143  0.42
H11 2.2399 0.2531 -1.1020  0.41
H12 0.9411 0.9082 -2.1625  0.41
H13 -3.3967 0.8740 -1.8029  0.30
H14 -3.5369 -0.9097 -2.0570  0.29
H15 1.1168 -1.0139 1.8369  0.43
H16 0.0930 -2.1901 1.2899  0.43

Values from the calculation:
DFT total energy: -20943.0200 eV
Net charge: +1
Energy above the lowest of the compared OMol25 structures with the same formula, charge and spin: 115.9 kcal/mol
Orbital gap: 0.310 hartree
LUMO level: -0.1698 hartree

=====

# C11H16Si2

A cluster of 2 separate species, C11H16Si2 in total (wB97M-V/def2-TZVPD, the Open Molecules 2025 dataset).

Each line ends with the Mulliken charge.
Element x y z (Å)
C1 -1.3636 -1.5303 0.2952  0.14
C2 -1.2002 -1.3792 -0.9150  -0.08
C3 -2.5601 -2.3844 4.2027  -0.39
C4 -1.2087 -2.2996 3.9163  -0.33
C5 -3.5148 -2.2533 3.2054  -0.44
C6 -0.7370 -2.1154 2.5809  -0.47
C7 -3.1380 -1.9309 1.8986  -0.51
C8 -1.7550 -1.8377 1.5819  0.46
C9 0.6583 -0.0251 -3.4133  -0.91
C10 1.6612 3.1219 -1.7647  -0.87
C11 1.4957 0.7011 0.3518  -0.66
Si1 -0.7655 -1.0421 -2.6611  -0.18
Si2 0.6483 2.1704 -0.5480  0.12
H1 -3.0011 -2.8265 5.1046  0.31
H2 -0.4611 -2.4552 4.7132  0.33
H3 -4.5923 -2.1506 3.4303  0.31
H4 0.3490 -2.0643 2.4521  0.39
H5 -3.7404 -1.8334 1.0640  0.52
H6 0.5016 0.9175 -3.8384  0.30
H7 1.3975 0.0489 -2.6857  0.31
H8 0.9638 -0.6540 -4.3040  0.31
H9 1.4660 2.7790 -2.8052  0.24
H10 1.3896 4.2456 -1.8028  0.28
H11 2.7501 3.0759 -1.6732  0.36
H12 2.1158 0.7856 1.2209  0.44
H13 0.5905 0.1955 0.5818  -0.15
H14 1.9972 0.0134 -0.2664  0.43
H15 -1.7096 -1.6052 -3.6201  -0.04
H16 0.1368 3.0847 0.4244  -0.20

Values from the calculation:
⟨S²⟩: 2.019
DFT total energy: -27416.0362 eV
2S+1: 3
Orbital gap (spin up / spin down): 0.248 / 0.294 hartree
LUMO level (spin up / spin down): 0.0169 / -0.0281 hartree

=====

# C11H17BMnN6O3S

A structure of composition C11H17BMnN6O3S (wB97M-V/def2-TZVPD, the Open Molecules 2025 dataset).

Each line ends with the Mulliken charge.
Element x y z (Å)
H1 1.8276 -1.2269 2.8806  0.49
N1 1.3786 -1.3455 0.8028  -0.07
B1 1.3488 -1.6011 -1.6926  0.17
N2 1.9922 -1.9474 -0.2850  -0.09
C1 3.1201 -2.5574 0.1531  -0.08
Mn1 -0.1002 -0.0460 0.6498  0.46
H2 3.7828 -3.0571 -0.5335  0.46
C2 3.2149 -2.3776 1.5408  -1.12
H3 3.9729 -2.7533 2.1998  0.40
C3 2.1106 -1.6090 1.9084  0.00
H4 1.9409 -2.1698 -2.5642  -0.10
C4 -2.2990 3.4780 -0.1997  -0.97
H5 -3.2222 3.8403 0.2870  0.31
H6 -2.1481 2.3968 -0.0026  0.10
H7 -2.3850 3.6663 -1.2749  0.33
N3 1.4521 -0.0429 -1.8557  0.38
N4 -0.1816 -1.9422 -1.7023  0.32
N5 0.8972 0.8818 -0.9642  -0.22
N6 -0.9883 -1.3165 -0.7577  -0.35
C5 1.9776 0.6109 -2.9010  -0.03
C6 -0.9693 -2.6593 -2.5301  -0.11
H8 2.3950 0.0162 -3.7184  0.41
H9 -0.5396 -3.1618 -3.3820  0.45
C7 1.8313 1.9698 -2.7096  -1.04
C8 -2.2911 -2.5704 -2.0900  -1.05
C9 1.1600 2.1159 -1.4731  -0.21
C10 -2.2564 -1.7174 -0.9672  -0.17
H10 2.1289 2.7490 -3.3938  0.37
H11 -3.1543 -3.0372 -2.5124  0.40
H12 0.8838 3.0421 -0.9982  0.49
H13 -3.0552 -1.3931 -0.3291  0.58
H14 -1.4520 4.0695 0.1622  0.24
C11 -1.3750 2.0507 3.8373  -0.84
S1 -1.7722 0.4135 3.2538  1.18
O1 -2.0122 -0.3631 4.4456  -0.65
O2 -2.8312 0.5047 2.2451  -0.67
O3 -0.4618 -0.0026 2.5753  -0.60
H15 -2.1805 2.3359 4.5300  0.34
H16 -1.3282 2.7522 2.9931  0.19
H17 -0.4120 2.0039 4.3725  0.31

Values from the calculation:
⟨S²⟩: 8.756
DFT total energy: -69601.2139 eV
Energy above the lowest of the compared OMol25 structures with the same formula, charge and spin: 0.0 kcal/mol
2S+1: 6
Orbital gap (spin up / spin down): 0.353 / 0.359 hartree
LUMO level (spin up / spin down): 0.0189 / 0.0121 hartree

=====

# C11H17BN6O3SV

A structure of composition C11H17BN6O3SV (wB97M-V/def2-TZVPD, the Open Molecules 2025 dataset).

Each line ends with the Mulliken charge.
Element x y z (Å)
H1 1.2798 3.4797 0.7127  0.44
N1 1.0221 1.7935 -0.5590  0.16
B1 0.0088 0.4182 -2.5603  0.39
N2 0.4965 1.7069 -1.8520  -0.17
C1 0.6163 2.9180 -2.4395  -0.17
V1 2.0859 0.6314 0.7830  0.90
H2 0.4437 3.0645 -3.4918  0.43
C2 1.0245 3.8429 -1.4867  -1.04
H3 1.2524 4.8829 -1.6381  0.38
C3 1.1346 3.1210 -0.2944  -0.12
H4 0.0236 0.5765 -3.7575  -0.16
C4 -2.4740 -2.5282 3.2239  -1.05
H5 -2.1406 -3.1721 4.0456  0.32
H6 -1.6008 -2.2460 2.6109  0.17
H7 -3.1727 -3.1192 2.6197  0.29
N3 -1.5179 -0.0104 -2.2270  0.29
N4 1.0801 -0.6320 -2.1511  -0.14
N5 -1.8326 -0.2552 -0.9183  -0.65
N6 1.6914 -0.7404 -0.8849  -0.04
C5 -2.6579 -0.1861 -2.9691  -0.38
C6 1.6882 -1.4970 -3.0031  -0.14
H8 -2.6589 -0.0572 -4.0387  0.44
H9 1.5424 -1.4733 -4.0760  0.43
C7 -3.6939 -0.5187 -2.1025  -0.82
C8 2.5225 -2.3300 -2.2680  -0.92
C9 -3.1020 -0.5238 -0.8094  -0.13
C10 2.3944 -1.8965 -0.9378  -0.20
H10 -4.7155 -0.7297 -2.2997  0.39
H11 3.1610 -3.1136 -2.6471  0.37
H12 -3.5333 -0.7158 0.1613  0.46
H13 2.7838 -2.3759 -0.0510  0.45
H14 -2.9814 -1.7063 3.6317  0.28
C11 0.9636 -0.1967 4.6028  -0.88
S1 1.4369 1.0555 3.3793  1.42
O1 0.4539 1.0761 2.2516  -0.66
O2 1.5795 2.2551 4.1738  -0.59
O3 2.7537 0.5248 2.6662  -0.70
H15 0.1008 0.1496 5.1921  0.33
H16 1.8119 -0.3240 5.2850  0.35
H17 0.7292 -1.1485 4.1234  0.26

Values from the calculation:
⟨S²⟩: 3.757
DFT total energy: -63965.9823 eV
Energy above the lowest of the compared OMol25 structures with the same formula, charge and spin: 52.3 kcal/mol
2S+1: 4
Orbital gap (spin up / spin down): 0.302 / 0.293 hartree
LUMO level (spin up / spin down): -0.0059 / -0.0148 hartree

=====

# C11H17BN6OPt

A structure of composition C11H17BN6OPt (wB97M-V/def2-TZVPD, the Open Molecules 2025 dataset).

Each line ends with the Mulliken charge.
Element x y z (Å)
H1 0.8982 2.9246 1.5291  0.51
N1 0.6485 1.6204 -0.1224  -0.24
B1 0.3060 0.5395 -2.3876  0.17
N2 0.6408 1.7890 -1.5057  -0.08
C1 0.9605 3.0786 -1.7709  0.11
Pt1 0.3900 -0.0848 0.8802  1.44
H2 1.0862 3.3732 -2.8196  0.51
C2 1.1152 3.7536 -0.5510  -0.88
H3 1.4101 4.7891 -0.4480  0.46
C3 0.8738 2.8126 0.4527  0.23
H4 0.3989 0.6955 -3.5464  0.01
C4 -1.7030 -2.2752 3.1608  -0.80
H5 -0.8541 -2.7376 3.7503  0.31
H6 -1.2859 -1.3869 2.4676  -0.15
H7 -1.9573 -3.1033 2.4131  0.30
N3 -1.0869 0.0516 -1.9655  0.30
N4 1.2204 -0.6835 -1.9377  -0.08
N5 -1.3286 -0.1987 -0.6166  -0.61
N6 1.2134 -0.9929 -0.6003  -0.28
C5 -2.2324 -0.1111 -2.6821  -0.16
C6 2.1143 -1.5032 -2.5212  0.03
H8 -2.2492 0.0153 -3.7323  0.50
H9 2.2996 -1.3820 -3.5695  0.53
C7 -3.2079 -0.5214 -1.7887  -0.93
C8 2.6157 -2.3310 -1.5148  -1.09
C9 -2.6001 -0.5956 -0.4835  -0.04
C10 2.0338 -2.0433 -0.3172  0.20
H10 -4.2121 -0.7539 -2.0553  0.43
H11 3.3728 -3.0750 -1.6661  0.44
H12 -3.1190 -0.8491 0.4690  0.41
H13 2.1644 -2.3706 0.7386  0.39
H14 -2.6128 -1.9744 3.7200  0.35
C11 0.5040 0.6369 3.8570  -0.61
O1 0.4005 1.0224 2.4860  -0.56
H15 1.2567 -0.1474 4.0938  0.30
H16 -0.4327 0.4184 4.4255  0.28
H17 0.9581 1.6002 4.1588  0.30

Values from the calculation:
⟨S²⟩: 6.039
DFT total energy: -26571.7218 eV
Net charge: +2
Energy above the lowest of the compared OMol25 structures with the same formula, charge and spin: 21.4 kcal/mol
2S+1: 5
Orbital gap (spin up / spin down): 0.317 / 0.150 hartree
LUMO level (spin up / spin down): -0.2609 / -0.4266 hartree

=====

# C11H17BN6Sn

A structure of composition C11H17BN6Sn (wB97M-V/def2-TZVPD, the Open Molecules 2025 dataset).

Each line ends with the Mulliken charge.
Element x y z (Å)
C1 -1.3230 -2.7770 -0.4405  -0.12
N1 -0.6311 -1.6738 -0.8016  -0.24
N2 -0.4282 -1.7114 -2.1619  0.24
C2 -1.0280 -2.8036 -2.6520  0.05
C3 -1.5845 -3.5047 -1.5978  -0.89
B1 0.4678 -0.6915 -2.9188  -0.01
N3 -0.0926 0.7617 -2.7273  0.20
N4 -0.1456 1.3711 -1.4921  -0.11
C4 -0.5689 2.6430 -1.6649  -0.04
C5 -0.7435 2.8556 -3.0274  -0.94
C6 -0.4468 1.6548 -3.6726  0.05
Sn1 -0.2434 0.1332 0.3608  1.08
N5 1.8176 -0.7040 -2.1381  0.03
N6 1.8543 -0.3826 -0.8063  0.23
C7 3.1396 -0.4956 -0.4042  -0.04
C8 3.9222 -0.8666 -1.5000  -0.94
C9 3.0550 -0.9885 -2.5663  0.10
H1 3.4484 -0.3143 0.6109  0.50
H2 3.2434 -1.2418 -3.5860  0.53
H3 4.9745 -1.0144 -1.5027  0.50
H4 0.6097 -0.9688 -4.0790  0.09
H5 -0.4653 1.3702 -4.7176  0.53
H6 -1.0354 -2.9909 -3.7117  0.54
H7 -1.0475 3.7672 -3.4959  0.49
H8 -2.1226 -4.4188 -1.6652  0.50
H9 -0.6912 3.3154 -0.8302  0.54
H10 -1.5801 -2.9987 0.5776  0.56
H11 0.1884 2.3176 1.7380  0.13
C10 -0.8017 2.5020 2.1988  -0.78
H12 -1.1000 3.5252 1.9234  0.35
H13 -1.5774 1.7817 1.8788  0.24
H14 -0.6778 2.4578 3.2911  0.34
C11 0.8829 -0.4399 2.1945  -1.08
H15 1.6972 0.2621 2.4311  0.44
H16 1.2668 -1.4638 2.0890  0.47
H17 0.1441 -0.4106 3.0136  0.44

Values from the calculation:
DFT total energy: -27080.2735 eV
Net charge: +4
Energy above the lowest of the compared OMol25 structures with the same formula, charge and spin: 0.0 kcal/mol
Orbital gap (spin up / spin down): 0.125 / 0.246 hartree
LUMO level (spin up / spin down): -0.7040 / -0.6589 hartree